1.
{"formula": "C6H8", "method": "wB97M-V/def2-TZVPD", "e_homo_ev": -9.2, "lumo_energy_ev": 0.9, "de_lowest_kj_mol": 266.8, "spin_multiplicity": 1, "gap_ev": 10.058, "total_energy_ev": -6348.018, "symbols": ["C", "C", "C", "C", "C", "C", "H", "H", "H", "H", "H", "H", "H", "H"], "coordinates": [[0.89462, 1.18698, -0.81540], [-1.85317, 0.33459, 0.21677], [-1.28825, -0.00229, -0.94475], [0.89759, -1.50062, 1.39113], [-0.09147, 0.63558, -1.52407], [1.91720, -1.38649, 2.01892], [-1.48087, 1.16577, 0.81211], [1.75294, 1.64315, -1.30117], [-0.01500, 0.61506, -2.61093], [2.82579, -1.29210, 2.57164], [-0.01326, -1.56077, 0.83206], [0.89363, 1.17774, 0.27233], [-1.72718, -0.81349, -1.52676], [-2.71256, -0.20310, 0.60811]], "forces_ev_per_angstrom": [[-0.09, -0.06, -0.06], [0.05, -0.01, -0.15], [-0.09, 0.02, 0.17], [0.46, 0.07, 0.30], [0.12, 0.09, 0.06], [-0.43, -0.09, -0.26], [-0.03, -0.13, -0.10], [-0.16, -0.07, 0.04], [-0.02, 0.01, 0.16], [-0.15, -0.02, -0.08], [0.20, 0.00, 0.12], [-0.02, -0.02, -0.17], [0.05, 0.13, 0.08], [0.11, 0.08, -0.11]]}

---

2.
{"formula": "C18H45AsF6N3O6V", "method": "wB97M-V/def2-TZVPD", "e_homo_ev": -8.4, "lumo_energy_ev": -0.2, "spin_multiplicity": 1, "gap_ev": 8.170, "total_energy_ev": -138985.336, "symbols": ["As", "V", "F", "F", "F", "F", "F", "F", "O", "O", "O", "O", "O", "O", "N", "N", "N", "C", "C", "C", "C", "C", "C", "C", "C", "C", "C", "C", "C", "C", "C", "C", "C", "C", "C", "H", "H", "H", "H", "H", "H", "H", "H", "H", "H", "H", "H", "H", "H", "H", "H", "H", "H", "H", "H", "H", "H", "H", "H", "H", "H", "H", "H", "H", "H", "H", "H", "H", "H", "H", "H", "H", "H", "H", "H", "H", "H", "H", "H", "H"], "coordinates": [[3.16427, 1.59520, 3.83967], [0.92784, -1.31468, 0.51872], [2.82183, 2.14189, 2.22005], [2.72765, 3.15780, 4.45623], [3.58207, 0.98823, 5.42684], [1.53089, 0.99548, 4.09880], [3.53352, -0.03163, 3.20564], [4.83291, 2.10107, 3.69282], [2.00231, -0.14165, 0.41110], [-0.64791, -2.99503, 1.00982], [1.69449, -2.70484, -0.92248], [-2.48799, 3.12098, -0.96524], [-0.26871, -0.89686, -0.50146], [-2.01763, 1.07419, 1.00186], [-1.40966, 2.58757, -1.69074], [-0.10011, -0.63215, 2.39440], [2.41443, -2.50183, 1.70311], [2.83114, -3.70652, 0.93702], [-1.28976, -3.81023, 0.00680], [-2.48845, 2.79996, -3.92192], [1.70163, -2.41317, -2.31628], [-0.54191, 1.24361, -3.56576], [2.87599, -3.43715, -0.57024], [-2.67308, 0.68687, -2.55837], [-1.72857, -1.27497, 4.14971], [-0.21853, 4.75838, -2.13784], [0.21609, 3.43978, -0.03786], [1.98646, -4.93337, 1.31198], [0.73455, 2.07943, -3.59762], [1.04258, 2.62075, -2.20563], [-1.54212, -2.54325, 2.01399], [-0.16419, 3.31784, -1.53989], [-0.77819, -1.75884, 3.06952], [-3.40858, 1.09194, 1.25427], [-1.78539, 1.88677, -2.90101], [2.32331, -2.81396, 2.66846], [-1.22296, -0.64632, 4.88783], [-1.74693, 3.39709, -4.45766], [-2.12925, -3.38639, 2.39403], [-0.21462, 4.69776, -3.22411], [0.70024, -2.15705, -2.65883], [1.44782, 1.82468, -1.58150], [0.59039, 5.35451, -1.72593], [-3.24398, 3.46352, -3.49825], [-2.99228, 2.20836, -4.68968], [-3.55155, 0.97958, -1.96587], [0.83341, 2.60283, 0.29901], [-0.64802, 3.35057, 0.62437], [-3.89213, 1.99956, 0.88459], [-1.88173, 1.46327, 0.12075], [0.44696, -0.10134, 3.07733], [1.84052, 3.36783, -2.19363], [-0.39027, 0.25803, -3.12603], [3.82643, -3.98912, 1.29619], [2.41857, -1.64850, -2.60796], [2.82663, -4.44098, -0.99541], [-1.13564, 5.25082, -1.79495], [-2.52414, -0.66075, 3.72482], [-2.23806, -3.33092, -0.23982], [1.54272, 1.41302, -3.90350], [-2.30639, -1.88398, 1.57936], [3.23293, -1.89026, 1.77671], [-2.73152, 3.95114, -1.41631], [-0.00699, -2.37898, 3.53236], [1.14803, -5.05937, 0.62073], [2.56879, -5.85104, 1.20876], [-3.98608, 0.29109, 0.76681], [-3.54282, 0.96373, 2.32811], [3.79085, -2.90000, -0.81519], [1.91110, -3.33559, -2.86828], [0.56783, 2.87173, -4.33115], [-2.18837, -0.02060, -1.88233], [-0.72240, 1.10409, -4.63826], [-2.15830, -2.06735, 4.76539], [-0.81539, 0.06343, 2.15285], [0.75299, 4.36011, 0.17700], [-1.39034, -4.78411, 0.47877], [-0.69024, -3.76711, -0.89615], [-3.06497, 0.22555, -3.46420], [1.57599, -4.94015, 2.32077]], "forces_ev_per_angstrom": [[1.40, -0.05, 0.30], [-1.11, 3.07, -0.68], [-0.15, -0.35, 0.52], [-0.11, -0.49, -0.02], [-0.40, 0.22, -0.26], [-0.29, 0.22, -0.18], [-0.04, 0.39, -0.09], [-0.57, -0.26, -0.32], [-0.89, -1.19, -0.11], [0.48, -0.27, 0.14], [0.53, -0.06, 0.18], [-0.03, 0.61, -0.79], [1.26, -0.50, 0.68], [-0.50, -0.01, -0.25], [0.92, -1.46, 0.78], [0.06, -0.21, -0.29], [0.61, -0.67, -0.03], [0.30, -0.57, 1.10], [0.12, 1.19, 0.83], [0.17, -0.03, -0.41], [-0.66, -0.56, -1.10], [0.28, 0.32, -0.53], [-0.26, -0.53, 1.65], [-1.11, 0.41, 0.96], [-0.01, 0.39, 0.67], [-0.84, -0.65, 0.50], [-0.52, -0.69, 0.34], [-0.58, -0.30, -0.83], [-0.30, -0.01, 0.91], [-0.20, -0.05, -0.19], [-0.50, 0.07, -0.12], [1.20, 1.18, 0.67], [-0.17, -0.20, 0.11], [-0.45, -0.13, -0.06], [-0.20, -0.43, -0.75], [-0.47, 0.19, -0.05], [0.24, 0.08, -0.27], [-0.07, 0.20, 0.12], [0.37, -0.12, 0.41], [0.10, 0.36, -0.05], [-0.02, 0.46, 0.52], [-0.40, -0.28, 0.12], [0.22, -0.01, -0.36], [0.06, -0.03, 0.16], [-0.01, -0.08, 0.10], [-0.03, 0.33, -0.32], [0.20, 0.05, -0.28], [-0.12, 0.50, -0.20], [0.24, 0.23, 0.37], [0.36, -0.18, 0.13], [0.66, -0.26, -0.10], [-0.01, 0.03, -0.26], [0.24, 0.10, 0.19], [0.24, 0.29, -0.48], [0.04, 0.13, 0.34], [0.23, 0.24, -0.66], [-0.02, 0.09, -0.21], [-0.10, -0.13, -0.05], [-0.22, -0.32, 0.02], [0.10, 0.30, -0.34], [0.22, 0.21, -0.24], [-0.39, 0.45, -0.17], [-0.08, -0.17, 0.23], [0.01, -0.12, -0.12], [-0.11, 0.15, 0.16], [0.17, 0.13, 0.01], [0.45, -0.27, -0.06], [-0.13, 0.27, 0.02], [-0.13, 0.15, -0.38], [0.35, -0.01, 0.19], [0.41, 0.07, -0.01], [0.43, -0.09, -0.43], [-0.68, -0.38, 0.20], [-0.11, -0.23, -0.40], [-0.03, -0.15, -0.76], [-0.02, 0.02, 0.01], [-0.26, -0.33, -0.57], [0.25, -0.36, 0.11], [0.25, -0.23, -0.01], [0.13, 0.32, 0.06]]}

---

3.
{"formula": "C5H8O", "method": "wB97M-V/def2-TZVPD", "e_homo_ev": -9.5, "lumo_energy_ev": 0.6, "de_lowest_kj_mol": 352.4, "spin_multiplicity": 1, "gap_ev": 10.040, "total_energy_ev": -7358.603, "symbols": ["O", "C", "C", "C", "C", "C", "H", "H", "H", "H", "H", "H", "H", "H"], "coordinates": [[2.79542, 0.05170, 1.13803], [-2.13762, 0.72776, -0.31867], [-1.07911, -0.28515, -0.76100], [0.20979, 0.26995, -1.18606], [2.08181, -0.59265, 0.12291], [1.37992, 0.26562, -0.86553], [-2.02571, 1.01732, 0.73098], [-3.14083, 0.31899, -0.45634], [-1.47426, -0.99124, -1.49442], [2.25702, 0.79611, 1.43524], [-2.06101, 1.63650, -0.91995], [1.22103, -1.16827, 0.54117], [-0.71329, -0.90998, 0.08666], [2.74944, -1.30858, -0.35587]], "forces_ev_per_angstrom": [[0.09, 0.35, 0.10], [-0.13, 0.10, -0.04], [-0.17, -0.04, -0.11], [0.52, -0.11, 0.33], [0.13, -0.31, -0.15], [-0.66, -0.21, 0.01], [0.07, -0.08, -0.19], [0.08, 0.04, 0.10], [-0.04, 0.21, -0.09], [0.16, -0.11, 0.04], [-0.08, -0.10, 0.04], [0.50, 0.03, 0.08], [-0.55, 0.13, -0.18], [0.09, 0.11, 0.05]]}

---

4.
{"formula": "C4H4N2O2", "method": "wB97M-V/def2-TZVPD", "e_homo_ev": -9.0, "lumo_energy_ev": -0.9, "de_lowest_kj_mol": 989.0, "spin_multiplicity": 1, "gap_ev": 8.051, "total_energy_ev": -11278.289, "symbols": ["O", "O", "N", "N", "C", "C", "C", "C", "H", "H", "H", "H"], "coordinates": [[-2.02082, 0.66916, -0.54292], [2.18661, -0.95693, 0.43132], [-1.09126, -0.63452, 1.44105], [0.34721, -0.49741, 1.66775], [-0.63144, 1.02062, -1.43135], [-1.14718, -0.15970, 0.21336], [-0.12607, -0.20175, -0.59730], [0.90855, -0.28452, 0.42050], [-0.52091, 2.13050, -1.41769], [0.46349, -1.87558, 2.09671], [2.74690, 0.12907, 0.09000], [-1.11507, 0.66107, -2.37144]], "forces_ev_per_angstrom": [[1.67, -0.13, 0.71], [1.30, 8.06, -2.47], [-0.33, 2.36, 0.23], [-2.01, -6.65, -0.88], [-4.68, -2.74, -0.27], [-6.00, 0.79, 1.95], [7.67, 3.48, -0.74], [1.49, -4.46, 0.59], [0.75, -1.24, 0.59], [0.40, 5.20, -1.28], [-1.55, -5.40, 1.40], [1.28, 0.72, 0.17]]}

---

5.
{"formula": "C35H36IKN3O3P", "method": "wB97M-V/def2-TZVPD", "e_homo_ev": -8.1, "lumo_energy_ev": 0.0, "de_lowest_kj_mol": 14.2, "spin_multiplicity": 1, "gap_ev": 8.086, "total_energy_ev": -81210.309, "symbols": ["I", "K", "P", "O", "O", "O", "N", "N", "N", "C", "C", "C", "C", "C", "C", "C", "C", "C", "C", "C", "C", "C", "C", "C", "C", "C", "C", "C", "C", "C", "C", "C", "C", "C", "C", "C", "C", "C", "C", "C", "C", "C", "C", "C", "H", "H", "H", "H", "H", "H", "H", "H", "H", "H", "H", "H", "H", "H", "H", "H", "H", "H", "H", "H", "H", "H", "H", "H", "H", "H", "H", "H", "H", "H", "H", "H", "H", "H", "H", "H"], "coordinates": [[3.80292, -0.52663, -1.23553], [0.20472, -0.86111, -1.84857], [1.34722, -1.43314, 1.10389], [2.97075, 1.81339, -3.34051], [-1.17790, 1.20117, -1.67713], [0.23914, 5.38165, -3.27962], [-1.76160, -2.59256, -2.28825], [1.60700, 3.59694, -3.19743], [0.93471, 1.44322, -2.43501], [-0.47424, -3.03178, 2.63948], [4.72665, -2.09721, 4.14751], [3.44533, -1.87241, 4.54083], [-4.06531, -1.36145, -2.15352], [-0.68286, 5.30613, -0.26360], [0.74734, -4.10510, 0.87507], [-2.24339, 3.22764, -3.96426], [1.87729, 2.23946, -2.99859], [0.88914, 1.01082, 2.44797], [0.33462, -0.09208, 1.80288], [-3.94380, -0.49686, -0.88954], [6.91263, -2.13227, 1.20414], [-0.77890, -5.37919, 2.22193], [6.46508, -2.24817, 2.47943], [6.02246, -1.69403, 0.21098], [-1.97913, 3.73035, -2.55344], [4.69741, -1.42126, 0.45943], [-1.26955, 2.06690, 2.57265], [-0.54872, 3.44697, -2.08183], [-0.34349, 3.86114, -0.59640], [4.16186, -1.62650, 1.78153], [0.09263, 2.08060, 2.83039], [-4.14464, -0.46053, -3.39307], [-2.81752, -2.13864, -2.25400], [5.10895, -1.98994, 2.78867], [2.79607, -1.49100, 2.22023], [-1.08918, -4.23506, 2.94462], [0.45488, -2.95375, 1.60103], [0.14163, -5.31310, 1.18870], [-1.82802, 0.98566, 1.90502], [-1.03107, -0.07632, 1.51295], [2.48728, -1.59619, 3.55570], [-5.26867, -2.30087, -2.07190], [0.43391, 4.23996, -2.91667], [-0.25786, 1.93752, -2.09039], [-1.49090, -0.90236, 0.98079], [-1.81045, -4.28104, 3.75058], [-3.29142, 0.21716, -3.42587], [2.31176, 4.11223, -3.70913], [-2.88576, 0.97398, 1.67344], [-5.05569, 0.13684, -3.33497], [-2.65997, 3.25571, -1.84418], [-2.10618, 2.14737, -4.03346], [-2.14571, 4.80650, -2.51118], [5.48939, -2.35987, 4.86977], [7.12817, -2.53690, 3.28495], [0.38457, -6.19783, 0.61504], [3.15285, -1.94091, 5.57988], [7.94298, -2.33229, 0.94378], [6.41222, -1.53582, -0.78503], [-3.06909, 0.15299, -0.94610], [-0.96048, 3.18063, -0.00833], [1.45513, -4.05970, 0.05447], [-0.72387, -2.14470, 3.20592], [-6.17692, -1.70421, -1.98369], [-1.57423, 3.70165, -4.68440], [-4.83778, 0.12480, -0.81012], [1.45380, -1.49098, 3.86187], [-0.42642, 5.51186, 0.77703], [0.69494, 3.64579, -0.32388], [-1.74766, 5.50720, -0.38256], [0.54443, 2.92617, 3.33264], [-5.20124, -2.95308, -1.20134], [-3.26475, 3.45429, -4.27394], [-1.25755, -6.31959, 2.46108], [-3.87848, -1.11744, 0.00602], [-0.13934, 6.00700, -0.89563], [-4.17239, -1.04513, -4.31243], [-1.89009, 2.90056, 2.87451], [-5.35115, -2.92011, -2.96485], [1.95149, 1.03686, 2.65360]], "forces_ev_per_angstrom": [[-0.20, 0.19, 0.28], [0.42, -0.90, 0.08], [0.02, -0.05, -0.36], [0.00, 0.08, -0.05], [-0.06, 0.11, -0.06], [-0.04, 0.04, 0.00], [-0.38, -0.36, -0.11], [0.11, 0.11, -0.17], [-0.29, 0.48, -0.21], [0.07, -0.04, -0.07], [-0.04, 0.01, 0.00], [0.01, 0.00, -0.01], [0.01, -0.02, -0.04], [-0.01, 0.03, 0.04], [-0.02, -0.02, -0.03], [-0.06, 0.00, -0.09], [0.34, -0.33, 0.21], [0.04, -0.01, 0.00], [-0.08, 0.06, -0.08], [-0.07, 0.03, 0.03], [-0.01, 0.00, 0.02], [-0.02, -0.04, 0.00], [0.00, -0.01, -0.02], [-0.12, 0.03, -0.10], [0.07, -0.01, 0.11], [0.30, -0.21, 0.05], [0.00, 0.01, 0.00], [-0.02, -0.02, 0.00], [0.03, -0.05, -0.03], [-0.15, 0.15, -0.06], [0.00, 0.01, 0.02], [-0.03, 0.05, 0.01], [0.28, 0.26, 0.12], [0.09, -0.03, 0.10], [0.17, -0.06, 0.04], [-0.01, 0.00, 0.01], [-0.07, 0.06, 0.22], [0.03, -0.02, -0.04], [-0.02, 0.03, -0.01], [-0.08, 0.06, 0.02], [0.02, 0.00, -0.03], [-0.02, -0.03, 0.00], [0.00, -0.05, -0.01], [-0.17, 0.54, 0.03], [0.05, -0.05, 0.00], [0.00, 0.00, 0.01], [0.00, 0.00, 0.01], [-0.07, -0.04, 0.06], [0.00, 0.01, 0.01], [0.00, 0.00, 0.00], [0.00, -0.01, -0.02], [0.02, -0.01, 0.01], [0.02, -0.01, -0.02], [0.02, 0.00, 0.00], [0.01, 0.00, 0.00], [-0.01, -0.02, 0.01], [0.01, 0.00, 0.01], [0.01, -0.01, 0.02], [-0.03, 0.01, -0.02], [-0.04, 0.01, -0.01], [-0.03, -0.01, 0.04], [0.01, 0.03, 0.00], [-0.03, 0.03, 0.04], [-0.01, 0.01, 0.00], [0.02, 0.02, 0.01], [0.00, 0.00, 0.01], [0.00, 0.00, -0.01], [0.01, 0.00, 0.01], [0.00, 0.03, 0.00], [-0.01, -0.01, -0.01], [-0.01, 0.02, 0.00], [0.01, -0.01, 0.01], [0.00, -0.01, 0.00], [-0.01, -0.01, 0.01], [-0.01, -0.03, -0.01], [0.01, 0.01, 0.00], [0.00, -0.02, 0.00], [0.00, 0.01, 0.00], [0.01, -0.01, -0.01], [0.01, -0.01, 0.02]]}